(1)
191
Properties=species:S:1:pos:R:3:forces:R:3 method="wB97M-V/def2-TZVPD" energy_ev=-126540.5618 s_squared=2.006 lumo_energy_ha="0.0088 / 0.0069" orbital_gap_ha="0.2601 / 0.2532" multiplicity=3 homo_energy_ev="-6.84 / -6.70"
Ni 1.9999 0.1653 2.2447 -1.2 -0.1 -0.6
C 1.3642 0.8936 -2.3079 0.2 -0.4 0.0
C 0.9137 1.1780 -0.8528 -1.3 1.8 0.5
C -0.5199 1.8565 -0.8511 1.6 -1.0 -0.9
C -1.5725 0.8754 -1.3413 -0.6 2.8 1.0
C -1.6461 -0.3080 -0.4254 0.8 -1.2 -2.4
C -0.2667 -1.0466 -0.2565 -0.3 0.5 1.7
N 0.8338 -0.0307 0.0706 0.4 0.4 -0.8
O 2.1375 -0.6519 0.2484 -0.8 0.9 1.0
C -0.0190 -2.0836 -1.3925 -0.2 0.9 -0.6
C -0.5131 -1.7687 1.0735 1.1 -1.3 0.2
C 1.7629 2.3642 -0.1966 0.0 -1.8 0.4
H 0.7482 0.2636 -2.9496 -0.5 -0.6 0.8
H 2.3401 0.4084 -2.2925 0.2 0.2 -0.1
H 1.3835 1.7477 -2.9848 0.4 0.7 0.6
H -0.4658 2.7222 -1.5112 0.1 0.0 -0.3
H -0.6743 2.2998 0.1327 -0.5 -0.5 0.3
H -1.5294 0.7457 -2.4227 0.6 -0.8 0.0
H -2.4623 1.5020 -1.2812 -0.8 -0.4 0.2
H -2.1598 -1.0133 -1.0787 -0.8 -0.5 0.8
H -2.1827 -0.1502 0.5102 0.2 0.2 -0.1
H -0.5289 -1.7619 -2.3005 0.1 0.4 -0.3
H -0.5013 -3.0507 -1.2504 0.2 -0.1 0.7
H 1.0198 -2.2367 -1.6850 0.1 0.0 0.5
H -0.5214 -1.0951 1.9304 -0.3 0.2 -0.2
H 0.2735 -2.4943 1.2805 0.4 0.1 -0.1
H -1.3914 -2.4142 1.0660 -0.5 0.3 -0.2
H 1.3703 2.6519 0.7786 -0.4 -0.5 0.3
H 1.7155 3.3241 -0.7108 0.4 -0.4 -0.8
H 2.7629 1.9826 0.0098 0.3 0.4 -0.4
C -2.0474 1.3600 3.1529 0.0 -1.1 -0.7
C -1.3615 2.2389 4.1659 1.1 0.5 -0.2
C -2.3333 2.3114 5.3977 1.9 -2.1 0.1
C -1.6061 2.7783 6.6642 -0.6 1.9 -1.5
C -0.2533 2.1018 6.8881 -2.6 -0.6 1.5
C 0.7257 2.1462 5.7696 1.6 0.1 -0.6
N 0.0310 1.6992 4.5465 0.1 -1.9 -0.3
O 0.9700 1.4390 3.4442 -0.7 0.9 0.2
C 1.9069 1.1862 6.2208 -0.8 -0.2 -0.9
C 1.4124 3.5251 5.6901 -1.3 0.5 0.2
C -1.2714 3.6015 3.5129 -0.3 1.1 0.3
H -1.4924 1.2469 2.2216 0.4 0.1 0.1
H -3.0140 1.7595 2.8459 -0.1 0.3 0.3
H -2.2517 0.3551 3.5225 0.1 -0.2 0.2
H -2.5427 1.2577 5.5820 -0.3 -0.4 0.1
H -3.3047 2.7174 5.1155 0.3 0.7 0.2
H -2.2985 2.7826 7.5060 0.3 -0.4 0.3
H -1.4249 3.8360 6.4729 0.2 0.4 0.3
H -0.5302 1.0724 7.1154 0.3 -0.5 -0.2
H 0.0675 2.4753 7.8606 0.8 0.2 -0.2
H 2.3084 1.5595 7.1629 -0.2 -0.2 0.2
H 2.7574 1.0826 5.5470 -0.1 0.6 -0.4
H 1.5338 0.1636 6.2773 -0.2 -0.1 0.5
H 0.6960 4.3465 5.6849 -0.4 0.0 -0.7
H 2.0258 3.5818 4.7909 0.4 0.1 0.4
H 1.8331 3.7585 6.6682 1.1 -0.4 -0.2
H -2.2950 3.9202 3.3161 -0.1 0.2 -0.2
H -0.7322 3.6745 2.5685 0.2 -0.4 0.1
H -0.8597 4.3416 4.1991 0.1 0.0 -0.1
C -3.8788 2.4040 -4.3145 -0.3 0.5 0.1
C -4.1615 2.8811 -5.7376 0.2 -0.5 0.8
C -3.2391 3.9093 -6.2851 0.7 1.1 -0.6
O -4.1389 1.7599 -6.5878 -0.7 -0.7 -0.8
H -4.6428 1.6623 -4.0815 0.0 0.1 0.3
H -3.9317 3.2585 -3.6398 -0.2 0.0 0.3
H -2.9031 1.9519 -4.1364 0.2 0.0 -0.5
H -5.1880 3.2468 -5.7644 -0.1 0.0 -0.1
H -2.2066 3.5664 -6.2193 0.2 -0.1 -0.1
H -3.2462 4.9181 -5.8724 -0.3 -0.2 0.7
H -3.4870 4.0999 -7.3293 0.1 -0.3 -0.2
H -3.2450 1.4382 -6.7257 0.2 0.2 0.2
C 0.5957 -5.7115 -2.3306 0.1 0.9 -0.4
C 1.3766 -6.0221 -1.0993 0.8 -1.6 0.1
C 0.9630 -7.4046 -0.5240 0.4 0.7 -0.8
O 2.8001 -6.0403 -1.3757 -0.4 0.7 0.7
H 0.8907 -4.7390 -2.7248 -0.4 0.4 0.4
H -0.4471 -5.7367 -2.0143 -0.2 0.1 -0.7
H 0.8390 -6.3217 -3.2004 -0.4 -0.8 0.3
H 1.1838 -5.2589 -0.3453 0.4 0.2 0.0
H 1.5749 -7.6497 0.3441 -0.2 0.0 0.0
H 1.1720 -8.1094 -1.3288 0.0 -0.3 0.1
H -0.1093 -7.4607 -0.3370 0.1 0.0 0.3
H 3.0029 -6.6692 -2.0721 -0.3 -0.1 -0.1
C -0.5653 5.7821 -0.7707 0.9 0.2 -0.6
C -1.9258 5.4241 -1.3397 -0.7 0.0 1.6
C -3.0186 5.2606 -0.2310 -0.1 -0.2 -1.6
O -2.2826 6.5190 -2.1591 0.1 0.2 -0.6
H -0.5417 6.8425 -0.5197 -0.3 -0.1 0.6
H 0.2258 5.7516 -1.5200 -0.1 -0.3 -0.5
H -0.1588 5.1524 0.0207 -0.6 0.0 0.3
H -1.9346 4.4862 -1.8951 0.4 -0.1 -0.3
H -2.7283 4.5687 0.5597 0.0 0.6 0.3
H -3.8793 4.8034 -0.7192 -0.1 -0.5 -0.2
H -3.4488 6.2374 -0.0099 0.7 0.1 0.9
H -3.1311 6.3554 -2.5773 -0.1 -0.1 0.0
C -2.1283 -5.6665 2.2871 0.1 0.3 0.0
C -1.4127 -6.2623 3.4755 -1.6 0.4 -0.3
C -1.9221 -5.6438 4.7451 -0.3 1.0 1.4
O -1.6925 -7.6499 3.4840 1.0 0.0 0.1
H -3.1795 -5.9510 2.2397 0.0 -0.2 0.1
H -1.6192 -5.9550 1.3675 -0.1 0.1 -0.1
H -2.0828 -4.5874 2.4339 0.0 0.2 -0.4
H -0.3710 -5.9689 3.3453 0.5 -0.7 0.2
H -2.9954 -5.6283 4.9351 -0.3 -0.3 -0.9
H -1.6496 -4.5895 4.7919 0.3 0.1 0.0
H -1.5918 -6.0828 5.6865 0.7 -0.3 -0.1
H -1.1711 -7.9392 4.2363 -0.1 -0.8 0.1
C -0.6465 -0.3380 -6.0542 0.7 0.0 -1.0
C 0.3812 0.5031 -6.8697 -1.1 -0.4 1.0
C 1.6969 0.3361 -6.2111 1.9 0.6 1.1
O 0.5787 0.0476 -8.1853 -0.2 -0.3 -0.6
H -1.6706 -0.2588 -6.4188 0.0 -0.1 -0.2
H -0.6614 -0.0865 -4.9937 0.2 0.1 0.0
H -0.2404 -1.3383 -6.2043 -0.6 -0.4 0.4
H 0.0197 1.5314 -6.8725 0.3 0.4 -0.1
H 2.1185 -0.6690 -6.2239 -0.5 -0.3 -0.3
H 1.7003 0.6013 -5.1539 -0.4 0.2 0.1
H 2.5061 0.9470 -6.6113 -0.2 0.2 -0.4
H -0.2456 -0.2247 -8.5953 -0.2 0.1 0.0
C 3.7085 4.1469 -3.4421 -1.2 0.2 -1.3
C 5.0810 3.9870 -2.9413 1.1 -0.7 1.0
C 5.1266 3.4261 -1.4837 0.1 0.4 -1.4
O 5.8978 3.1937 -3.7833 0.6 0.7 0.0
H 3.7166 4.3119 -4.5195 0.3 0.0 -0.2
H 3.2850 5.0773 -3.0640 -0.5 -0.3 0.5
H 3.0914 3.2557 -3.3281 -0.2 0.1 0.5
H 5.5065 4.9904 -2.9585 0.4 0.0 0.2
H 4.4125 4.0050 -0.8980 0.4 0.0 0.5
H 6.1718 3.4449 -1.1750 -0.2 0.4 0.5
H 4.8399 2.3748 -1.4572 -0.3 -0.1 -0.2
H 5.4288 2.3879 -4.0121 -0.5 -0.3 0.0
C -3.9818 -3.4812 -1.7274 -1.7 0.4 0.2
C -4.6323 -2.7436 -2.9070 0.1 0.3 0.8
C -4.8967 -1.2305 -2.8122 0.5 0.5 0.3
O -3.9021 -3.1012 -4.0428 -0.1 0.3 -0.9
H -4.1354 -4.5421 -1.9244 0.4 -0.1 0.0
H -4.7003 -3.2452 -0.9424 0.3 -0.1 0.6
H -2.9700 -3.2736 -1.3792 0.0 0.3 -0.5
H -5.6463 -3.1417 -2.9438 -0.2 -0.6 -0.2
H -5.2190 -0.9419 -1.8117 0.2 -0.1 0.2
H -5.6937 -0.8381 -3.4436 -0.2 -0.6 -0.4
H -4.0436 -0.6150 -3.0978 0.4 -0.2 0.3
H -4.3678 -2.6590 -4.7564 0.3 -0.1 -0.6
C 3.2689 -2.6153 4.8353 -0.3 -1.1 -0.4
C 2.5399 -2.6734 3.4936 -0.6 -1.0 1.2
C 1.6718 -3.9599 3.2849 0.2 0.1 0.4
O 1.6981 -1.5427 3.4652 -0.2 1.2 -1.2
H 2.6170 -2.5280 5.7045 -0.4 0.3 -0.2
H 3.9540 -1.7678 4.8107 0.3 -0.4 0.2
H 3.6810 -3.6180 4.9480 1.0 0.3 0.2
H 3.2918 -2.5379 2.7161 -0.3 -0.1 -0.3
H 1.5119 -4.2203 2.2386 0.2 0.0 0.0
H 0.6795 -3.9032 3.7324 -0.3 0.9 0.0
H 2.0107 -4.8293 3.8484 0.8 -0.1 -0.4
H 0.9604 -1.6581 4.0685 -0.1 0.3 0.1
C -5.7164 -0.0995 2.1589 -0.9 1.1 -1.3
C -5.9984 -1.5114 1.6341 -0.7 2.3 -0.1
C -4.8226 -2.3416 1.7971 2.5 -2.2 -0.7
O -7.1326 -1.8906 2.3289 -0.8 -1.7 1.6
H -6.6683 0.4201 2.2689 -0.3 -0.1 -0.2
H -5.1927 0.5167 1.4280 0.7 0.0 0.3
H -5.3225 -0.0524 3.1741 0.7 -0.4 -0.2
H -6.4037 -1.6207 0.6282 0.8 0.8 -0.6
H -3.9619 -2.0137 1.2143 -0.2 0.6 -0.5
H -4.9715 -3.3347 1.3731 -0.2 -0.3 0.4
H -4.3104 -2.4290 2.7553 -0.8 0.1 0.6
H -6.7847 -1.9473 3.2218 -0.7 -0.3 0.7
C 5.7094 1.3017 4.2105 0.8 0.2 0.4
C 4.7635 1.6746 3.1205 -1.3 2.0 -0.7
C 5.3131 2.5168 1.9291 0.0 -0.2 0.6
O 4.0971 0.5490 2.4719 0.7 -0.1 0.9
H 6.2850 2.1615 4.5534 -0.1 0.4 -0.3
H 6.4882 0.6135 3.8820 -0.2 -0.5 0.1
H 5.1844 1.0169 5.1223 0.0 -0.7 -0.2
H 3.9409 2.2116 3.5928 -0.1 0.2 -0.1
H 6.2327 2.0655 1.5566 0.0 -0.2 -0.2
H 5.5686 3.5590 2.1206 -0.1 -0.1 0.5
H 4.5559 2.5437 1.1454 0.1 -0.2 0.0
H 4.8440 0.2463 1.9503 -0.5 -1.0 -0.8
C 5.7615 0.0929 -4.6148 1.3 -0.2 0.3
O 4.6096 0.8643 -4.4324 -0.7 0.0 -0.2
H 6.4314 0.6010 -5.3084 -0.3 -0.3 -0.3
H 6.3207 0.0355 -3.6809 0.1 -0.1 0.2
H 5.5128 -0.9318 -4.8906 0.2 0.0 -0.5
H 4.1156 0.3181 -3.8167 -0.6 0.3 0.5
C 3.4952 -2.0920 -2.9298 -0.5 -4.3 -3.1
O 4.1881 -1.2413 -2.2218 1.2 4.0 2.8
H 3.2135 -2.9471 -2.3154 -0.3 -0.5 -0.2
H 2.6242 -1.7959 -3.5145 -0.4 0.8 0.2
H 4.2391 -2.4143 -3.6584 -0.4 -0.8 -0.5
H 3.6027 -1.0561 -1.4838 0.1 0.8 1.1

***

(2)
204
Properties=species:S:1:pos:R:3:forces:R:3 method="wB97M-V/def2-TZVPD" energy_ev=-101214.8780 lumo_energy_ha=0.0158 orbital_gap_ha=0.3201 homo_energy_ev=-8.28 smiles=COCCNCCOC.COCCNCCOC.COCCNCCOC.COCCNCCOC.COCCNCCOC.COCCNCCOC.COCCNCCOC.CCO.CCO.CCO.CCO
C -3.7927 3.2023 -0.3157 0.2 0.1 0.7
O -2.7487 2.3590 0.1536 0.0 0.8 -1.0
C -2.9522 1.0294 -0.3041 1.0 0.1 1.5
C -1.6770 0.2381 0.0044 -0.5 0.7 -1.1
N -0.7424 0.4290 -1.0984 -0.7 -0.7 -0.4
C 0.3863 -0.4219 -0.9104 -1.2 -0.4 0.4
C 1.3537 -0.2121 -1.9677 2.0 1.0 -1.7
O 2.5831 -0.8186 -1.6752 2.2 -0.2 1.3
C 3.4118 -0.0331 -0.7461 -0.8 -0.6 -0.7
H -3.6406 4.2369 -0.0082 0.4 0.0 0.2
H -4.7111 2.8868 0.1793 -0.5 -0.1 -0.4
H -3.8663 3.2313 -1.4028 -0.2 -0.4 -0.1
H -3.1269 0.9864 -1.3792 -0.1 0.0 0.0
H -3.7881 0.6327 0.2721 -0.4 -0.3 -0.2
H -1.9946 -0.8009 0.0925 0.3 -0.3 -0.3
H -1.1689 0.4925 0.9346 -0.5 0.3 0.5
H -0.3328 1.3516 -1.1343 -0.4 0.7 0.3
H 0.0503 -1.4547 -1.0020 0.1 -0.3 0.6
H 0.8227 -0.1937 0.0620 0.4 -0.5 0.4
H 1.6135 0.8295 -2.1570 -0.6 0.6 0.2
H 1.0454 -0.5783 -2.9469 -0.3 -0.4 0.1
H 2.9770 0.0637 0.2487 -0.3 -0.1 0.0
H 3.5700 0.9792 -1.1181 -0.1 0.1 -0.2
H 4.3813 -0.5092 -0.5996 -0.1 -0.2 -0.4
C -7.7731 0.4207 7.3909 1.1 0.2 0.2
O -7.3175 0.0338 6.1325 -0.5 -0.5 -1.4
C -5.9116 -0.1548 5.9230 -1.2 -0.4 -0.2
C -5.7413 -0.5361 4.4510 1.4 0.6 0.0
N -4.4430 -1.2348 4.2515 -0.8 0.4 -0.6
C -4.2348 -1.5143 2.8221 0.8 -0.9 1.4
C -2.7856 -2.0162 2.6931 -0.8 -0.4 -0.2
O -1.8492 -1.0171 3.0872 0.2 -0.5 -0.4
C -0.5350 -1.5613 3.1077 0.2 1.1 0.2
H -8.8529 0.3452 7.5193 0.0 -0.2 -0.6
H -7.4787 1.4642 7.5025 0.0 0.2 0.7
H -7.3070 -0.2239 8.1361 0.1 0.2 0.5
H -5.5639 -0.9588 6.5717 0.2 -0.1 0.1
H -5.3579 0.7621 6.1250 0.1 0.2 0.2
H -5.7039 0.3953 3.8859 -0.3 0.2 -0.1
H -6.5590 -1.1133 4.0194 0.0 -0.3 0.5
H -3.6827 -0.6115 4.4827 0.1 0.3 0.6
H -4.4020 -0.6875 2.1318 -0.1 0.4 0.0
H -4.9568 -2.2995 2.5981 0.3 -0.2 -0.5
H -2.6740 -2.3743 1.6696 0.5 0.3 -0.5
H -2.6086 -2.9033 3.3013 -0.3 -0.1 0.4
H 0.1889 -0.7802 3.3399 -0.3 0.5 0.0
H -0.2165 -1.9105 2.1255 -0.3 -0.5 -0.1
H -0.3739 -2.2689 3.9210 -0.4 -0.6 -0.2
C 1.5205 6.7649 -3.4257 -1.1 -0.2 -0.7
O 1.0478 5.4306 -3.2259 0.2 0.3 1.3
C 0.0901 5.3003 -2.1661 -0.8 -0.8 -0.6
C -0.2448 3.7984 -1.8947 1.3 0.8 -0.6
N 0.7475 3.0828 -1.1134 -0.3 0.9 1.8
C 0.8507 3.6346 0.2442 0.2 -0.7 1.1
C 1.8813 2.8173 1.0056 0.0 -0.3 -0.9
O 2.2130 3.3719 2.2412 -0.3 0.8 -0.4
C 2.8716 2.4741 3.0714 0.4 0.0 0.5
H 0.7956 7.3183 -4.0226 -0.3 0.0 -0.3
H 2.4067 6.7146 -4.0584 0.3 0.0 0.5
H 1.5731 7.3615 -2.5149 0.7 -0.4 0.3
H -0.8189 5.8180 -2.4723 -0.3 0.0 -0.2
H 0.3453 5.7728 -1.2175 0.7 0.2 -0.1
H -0.2236 3.2468 -2.8346 -0.8 0.3 -0.3
H -1.1870 3.7430 -1.3495 -0.2 -0.1 -0.3
H 1.6768 3.1560 -1.5022 0.0 0.0 -0.6
H -0.0679 3.5501 0.8249 -0.5 -0.1 -0.4
H 1.1277 4.6824 0.3604 0.2 0.3 -0.5
H 2.7485 2.7222 0.3522 0.6 0.1 0.1
H 1.5228 1.7928 1.1062 -0.3 -0.3 0.3
H 2.1591 1.7286 3.4246 0.0 -0.3 0.3
H 3.2998 3.0461 3.8945 -0.3 -0.1 0.2
H 3.7189 1.9731 2.6033 0.0 -0.1 -0.4
C -0.8128 1.0027 -5.3507 0.3 1.0 -0.7
O -0.2137 1.8086 -6.3921 -0.2 0.1 -0.5
C 0.4562 3.0285 -6.0002 0.4 -1.4 0.6
C 1.8598 2.6424 -5.4618 -0.1 0.7 1.5
N 2.6828 3.8019 -5.0111 1.2 -0.2 -0.5
C 4.0665 3.4577 -4.4930 -2.2 -0.7 -0.6
C 4.0214 2.6734 -3.2196 0.6 -0.3 0.9
O 3.3536 3.3640 -2.1636 -0.2 -0.9 -0.3
C 4.0706 4.4010 -1.5720 0.2 0.7 0.8
H -1.4917 0.2718 -5.7901 0.5 -0.1 -0.4
H -1.4875 1.6116 -4.7489 0.3 0.3 0.5
H -0.0282 0.5150 -4.7723 -0.3 -0.1 0.3
H -0.1994 3.4907 -5.2623 0.3 0.4 0.3
H 0.5797 3.7211 -6.8329 -0.3 -0.4 -0.3
H 2.3663 1.9866 -6.1699 0.2 0.4 -0.4
H 1.7040 2.0156 -4.5838 -0.3 -0.5 0.2
H 2.1980 4.2671 -4.2569 -0.3 0.0 0.0
H 4.6720 4.3407 -4.2883 -0.1 0.1 -0.7
H 4.4665 2.7524 -5.2215 0.7 0.5 -0.3
H 5.0272 2.4349 -2.8736 0.5 0.3 0.0
H 3.6261 1.6675 -3.3609 -0.8 0.2 0.1
H 3.5546 4.7348 -0.6718 -0.6 0.0 -0.2
H 4.1848 5.2654 -2.2261 0.1 0.0 -0.1
H 5.0265 4.1061 -1.1390 0.4 -0.4 -0.5
C -1.7209 0.6142 7.5479 -0.9 -0.3 0.1
O -2.0521 0.9293 6.2174 0.4 0.1 -0.7
C -1.0660 1.7240 5.5655 -0.9 1.6 -1.0
C -1.6062 2.2105 4.1260 0.3 -0.8 1.6
N -2.8788 2.9134 4.2797 0.6 0.0 1.5
C -3.6744 3.1288 3.1113 -0.9 -0.1 0.5
C -5.1109 3.6688 3.4483 0.2 -0.5 -1.5
O -5.8977 2.6940 4.1001 0.1 0.1 0.8
C -7.2104 3.1729 4.4705 1.5 -0.4 -0.5
H -2.6512 0.2832 8.0095 0.0 -0.3 0.0
H -1.4191 1.4738 8.1463 0.4 0.2 -0.2
H -1.0012 -0.2026 7.6027 0.3 0.1 0.1
H -0.0838 1.2596 5.4774 0.0 -0.6 -0.2
H -0.9081 2.5971 6.1986 0.0 0.4 0.0
H -1.6299 1.2797 3.5593 -0.5 -0.1 -0.5
H -0.8869 2.8561 3.6221 0.2 0.1 0.3
H -3.4479 2.3416 4.8873 0.0 0.0 0.4
H -3.7841 2.1446 2.6559 -0.5 -0.1 -0.8
H -3.1444 3.7677 2.4048 -0.2 0.2 0.0
H -5.5768 3.8115 2.4733 -0.1 0.2 -0.5
H -5.2355 4.6402 3.9267 0.8 0.1 0.5
H -7.0995 4.1263 4.9871 -0.2 0.0 0.3
H -7.6075 2.3741 5.0968 -0.3 0.3 -0.1
H -7.7777 3.3464 3.5560 -0.4 -0.1 0.0
C 0.5662 -2.6655 -5.7195 1.1 1.5 -0.6
O -0.5868 -2.5440 -4.9789 -0.7 -0.9 1.0
C -0.6829 -3.5290 -3.9735 -2.2 -0.4 0.4
C -2.0368 -3.2989 -3.2264 1.1 0.1 -0.3
N -2.2398 -4.2578 -2.1757 0.5 -0.5 -0.1
C -3.3830 -3.9119 -1.3722 1.0 -0.1 0.4
C -3.4388 -4.9723 -0.2827 -1.4 -0.2 -0.8
O -4.5005 -4.7004 0.6015 -0.5 0.4 -0.2
C -4.8750 -5.7256 1.4910 0.8 0.1 0.2
H 0.7666 -3.5575 -6.3132 -0.7 -0.5 0.0
H 1.4412 -2.5313 -5.0835 0.3 0.1 0.2
H 0.4933 -1.8022 -6.3810 0.5 -0.1 -0.4
H 0.1510 -3.5972 -3.2749 0.3 0.6 0.1
H -0.7558 -4.5261 -4.4078 0.1 -0.2 -0.3
H -2.8760 -3.3602 -3.9193 0.1 -0.2 -0.3
H -2.0753 -2.2803 -2.8404 0.3 0.5 0.1
H -1.4575 -4.3011 -1.5383 0.5 0.0 -0.3
H -4.2021 -3.8780 -2.0907 -0.6 0.0 0.7
H -3.1884 -2.9544 -0.8890 -0.6 0.6 0.0
H -2.4906 -5.0556 0.2484 0.2 0.0 0.0
H -3.6428 -5.8646 -0.8745 0.1 -0.7 0.4
H -5.7874 -5.4137 1.9992 0.1 -0.1 -0.1
H -4.0750 -5.8589 2.2192 0.0 0.0 0.4
H -4.9872 -6.7052 1.0263 -0.3 0.0 -0.4
C 11.1324 -6.1263 2.7971 -0.1 0.9 0.8
O 9.7623 -6.2862 2.4985 0.5 0.3 -0.7
C 9.4724 -7.6285 2.1797 -1.3 0.1 0.4
C 7.9860 -7.7827 1.6995 1.4 0.1 0.7
N 7.6293 -6.8908 0.6159 -0.1 0.1 0.0
C 6.2340 -7.0281 0.1939 0.5 0.0 0.0
C 5.8136 -5.8219 -0.6335 -0.3 1.4 0.3
O 5.5473 -4.6121 0.1641 0.1 -1.0 0.1
C 4.9893 -3.4749 -0.5006 0.2 -0.9 0.0
H 11.4884 -6.7801 3.5933 -0.2 -0.5 0.0
H 11.2337 -5.1312 3.2304 0.0 0.2 -0.2
H 11.8255 -6.2069 1.9598 -0.3 -0.2 -0.4
H 9.5842 -8.1131 3.1496 -0.1 -0.9 -0.1
H 10.1881 -8.0515 1.4747 0.0 0.1 -0.3
H 7.3402 -7.6150 2.5615 -0.1 0.0 0.3
H 7.8856 -8.8372 1.4425 -0.2 0.0 -0.4
H 7.7226 -5.9493 0.9692 0.3 0.2 0.1
H 5.5520 -7.2525 1.0141 -0.3 0.5 0.4
H 6.1823 -7.9385 -0.4032 -0.1 0.1 -0.5
H 4.9192 -6.0644 -1.2074 -0.1 0.0 -0.2
H 6.6374 -5.5385 -1.2885 0.0 -0.3 -0.4
H 4.0578 -3.7111 -1.0150 -0.3 -0.1 0.1
H 5.6373 -3.0530 -1.2689 0.4 0.0 0.0
H 4.8022 -2.7362 0.2787 0.0 -0.1 -0.1
C -4.3578 5.0032 -3.9781 0.3 -0.2 -1.2
C -5.8094 4.5288 -4.1043 1.8 -0.7 0.3
O -6.5278 5.2554 -3.1563 -1.1 0.1 0.4
H -4.2775 5.9806 -4.4540 0.3 0.2 0.3
H -3.6542 4.3460 -4.4890 0.0 -0.1 -0.4
H -3.9871 5.0132 -2.9531 -0.5 0.3 0.1
H -5.7697 3.4611 -3.8884 -0.7 0.0 0.4
H -6.2410 4.6132 -5.1016 0.2 0.2 -0.2
H -6.4714 6.1634 -3.4627 -0.2 0.2 0.3
C 8.5172 2.3205 0.1762 0.7 -0.1 -0.5
C 7.0953 1.8379 0.0104 -0.4 0.5 0.9
O 6.3656 2.3225 1.1533 -0.7 0.2 -0.4
H 9.2246 2.0124 -0.5937 -0.1 -0.5 -0.1
H 8.9180 2.0210 1.1446 0.1 -0.2 0.0
H 8.5917 3.4071 0.1328 -0.5 0.1 0.2
H 6.8886 0.7687 -0.0375 0.8 -0.3 -0.1
H 6.6312 2.2627 -0.8797 -0.1 0.2 0.1
H 6.9017 2.2404 1.9454 0.2 -0.1 -0.1
C -4.0483 -0.6451 -4.6490 0.5 -0.1 1.0
C -4.5493 0.6496 -3.9251 0.0 -2.3 -0.9
O -5.7845 1.0096 -4.5013 -0.5 0.8 -0.1
H -4.5756 -1.5523 -4.3540 -1.0 0.3 -0.1
H -3.0819 -0.9776 -4.2701 0.6 0.7 -0.3
H -4.0409 -0.5959 -5.7379 0.0 0.3 0.1
H -3.8231 1.4556 -4.0302 -0.2 0.1 0.1
H -4.7472 0.3771 -2.8884 0.6 0.3 0.3
H -6.4679 0.5538 -4.0045 -0.1 0.0 -0.1
C 0.7123 -4.5749 1.7225 0.8 0.4 1.4
C 1.1495 -4.1927 0.3389 -1.0 0.1 1.3
O 0.2698 -4.8465 -0.5188 -0.3 -0.5 -1.8
H 1.0180 -5.5862 1.9906 -0.1 -0.1 0.0
H -0.3504 -4.4408 1.9246 -0.1 -0.1 -0.5
H 1.1956 -3.8890 2.4183 0.2 -0.1 0.4
H 2.1963 -4.4576 0.1903 0.1 0.3 -0.3
H 0.9247 -3.1304 0.2431 0.6 0.1 -0.4
H 0.4250 -5.7927 -0.4730 0.0 -0.1 0.0